The following is a quantum chemistry calculation of a 12-piece molecular cluster, C50H120N8O12 overall, from the Open Molecules 2025 dataset.

HOMO ... -8.2 eV
SMILES string ... CC1(C)CCCC(C)(C)N1O.CC1(C)CCCC(C)(C)N1O.CC1(C)CCCC(C)(C)N1O.CC1(C)CCCC(C)(C)N1O.NC(N)=O.NC(N)=O.CCO.CCO.CCO.CCO.CCO.CCO
Orbital gap ... 8.417 eV

Bonds (Å) are listed after each position.
CARTESIAN COORDINATES (ANGSTROEM)
1 C 0.889 3.699 6.067  C2 1.551, H12 1.089, H13 1.090, H14 1.091
2 C 1.900 2.963 5.149  C1 1.551, C3 1.564, C4 1.540, N10 1.459
3 C 2.022 3.861 3.874  C2 1.564, H15 1.090, H16 1.090, H17 1.091
4 C 3.324 3.023 5.732  C2 1.540, C5 1.537, H18 1.090, H19 1.091
5 C 3.589 1.924 6.774  C4 1.537, C6 1.520, H20 1.089, H21 1.094
6 C 3.224 0.616 6.091  C5 1.520, C7 1.525, H22 1.098, H23 1.096
7 C 1.770 0.455 5.660  C6 1.525, C8 1.524, C9 1.543, N10 1.484
8 C 1.603 -0.861 4.910  C7 1.524, H24 1.092, H25 1.091, H26 1.092
9 C 0.869 0.472 6.913  C7 1.543, H27 1.095, H28 1.090, H29 1.088
10 N 1.528 1.607 4.756  C2 1.459, C7 1.484, O11 1.414
11 O 0.251 1.593 4.150  N10 1.414, H30 0.974
12 H 1.224 4.725 6.204  C1 1.089
13 H -0.094 3.706 5.597  C1 1.090
14 H 0.829 3.228 7.049  C1 1.091
15 H 2.005 4.906 4.184  C3 1.090
16 H 2.969 3.712 3.355  C3 1.090
17 H 1.222 3.661 3.159  C3 1.091
18 H 4.025 2.857 4.914  C4 1.090
19 H 3.478 3.939 6.305  C4 1.091
20 H 4.614 2.028 7.127  C5 1.089
21 H 2.924 2.162 7.609  C5 1.094
22 H 3.442 -0.300 6.655  C6 1.098
23 H 3.913 0.470 5.251  C6 1.096
24 H 1.940 -1.742 5.461  C8 1.092
25 H 2.182 -0.910 3.986  C8 1.091
26 H 0.564 -1.099 4.673  C8 1.092
27 H 0.893 -0.514 7.390  C9 1.095
28 H -0.174 0.658 6.661  C9 1.090
29 H 1.244 1.124 7.699  C9 1.088
30 H 0.472 1.392 3.223  O11 0.974
31 C -1.455 -4.632 -5.086  C32 1.539, H42 1.092, H43 1.091, H44 1.090
32 C -1.177 -3.516 -4.064  C31 1.539, C33 1.511, C34 1.548, N40 1.462
33 C -2.212 -3.646 -2.971  C32 1.511, H45 1.093, H46 1.099, H47 1.092
34 C 0.213 -3.800 -3.445  C32 1.548, C35 1.531, H48 1.096, H49 1.093
35 C 1.380 -3.381 -4.342  C34 1.531, C36 1.526, H50 1.092, H51 1.092
36 C 1.189 -1.921 -4.741  C35 1.526, C37 1.539, H52 1.094, H53 1.094
37 C -0.163 -1.622 -5.412  C36 1.539, C38 1.524, C39 1.536, N40 1.476
38 C -0.237 -0.101 -5.463  C37 1.524, H54 1.092, H55 1.092, H56 1.095
39 C -0.186 -2.155 -6.853  C37 1.536, H57 1.087, H58 1.090, H59 1.094
40 N -1.266 -2.154 -4.587  C32 1.462, C37 1.476, O41 1.407
41 O -2.514 -1.831 -5.150  N40 1.407, H60 0.981
42 H -1.635 -5.547 -4.518  C31 1.092
43 H -2.341 -4.443 -5.694  C31 1.091
44 H -0.635 -4.851 -5.771  C31 1.090
45 H -2.251 -4.629 -2.497  C33 1.093
46 H -1.995 -2.961 -2.139  C33 1.099
47 H -3.242 -3.362 -3.197  C33 1.092
48 H 0.280 -3.380 -2.435  C34 1.096
49 H 0.257 -4.874 -3.242  C34 1.093
50 H 2.373 -3.432 -3.890  C35 1.092
51 H 1.390 -4.086 -5.177  C35 1.092
52 H 1.929 -1.624 -5.490  C36 1.094
53 H 1.380 -1.317 -3.849  C36 1.094
54 H -1.082 0.232 -6.071  C38 1.092
55 H 0.677 0.414 -5.767  C38 1.092
56 H -0.410 0.355 -4.482  C38 1.095
57 H -1.100 -1.883 -7.375  C39 1.087
58 H -0.054 -3.233 -6.937  C39 1.090
59 H 0.704 -1.748 -7.342  C39 1.094
60 H -2.863 -1.201 -4.485  O41 0.981
61 C -4.196 -2.803 4.191  C62 1.525, H72 1.094, H73 1.089, H74 1.090
62 C -4.741 -2.357 2.838  C61 1.525, C63 1.537, C64 1.517, N70 1.466
63 C -5.743 -1.203 2.999  C62 1.537, H75 1.096, H76 1.088, H77 1.096
64 C -3.556 -1.897 2.010  C62 1.517, C65 1.499, H78 1.100, H79 1.095
65 C -3.869 -1.630 0.569  C64 1.499, C66 1.555, H80 1.092, H81 1.089
66 C -4.386 -2.962 -0.044  C65 1.555, C67 1.557, H82 1.092, H83 1.089
67 C -5.584 -3.580 0.735  C66 1.557, C68 1.556, C69 1.529, N70 1.467
68 C -6.864 -2.830 0.267  C67 1.556, H84 1.090, H85 1.090, H86 1.088
69 C -5.688 -5.033 0.274  C67 1.529, H87 1.092, H88 1.086, H89 1.095
70 N -5.285 -3.543 2.171  C62 1.466, C67 1.467, O71 1.403
71 O -6.282 -4.185 2.921  N70 1.403, H90 0.975
72 H -3.613 -2.011 4.670  C61 1.094
73 H -4.963 -3.178 4.867  C61 1.089
74 H -3.463 -3.597 4.045  C61 1.090
75 H -5.420 -0.525 3.797  C63 1.096
76 H -5.916 -0.581 2.123  C63 1.088
77 H -6.735 -1.488 3.365  C63 1.096
78 H -3.135 -0.973 2.433  C64 1.100
79 H -2.700 -2.574 2.095  C64 1.095
80 H -4.629 -0.855 0.444  C65 1.092
81 H -2.968 -1.323 0.041  C65 1.089
82 H -3.532 -3.638 0.034  C66 1.092
83 H -4.669 -2.784 -1.081  C66 1.089
84 H -6.720 -1.759 0.414  C68 1.090
85 H -7.721 -3.208 0.825  C68 1.090
86 H -6.955 -2.989 -0.805  C68 1.088
87 H -4.865 -5.656 0.633  C69 1.092
88 H -5.798 -5.098 -0.804  C69 1.086
89 H -6.520 -5.473 0.832  C69 1.095
90 H -7.048 -3.585 2.974  O71 0.975
91 C 2.481 2.823 0.133  C92 1.524, H102 1.093, H103 1.091, H104 1.092
92 C 1.496 1.901 -0.575  C91 1.524, C93 1.550, C94 1.543, N100 1.488
93 C 0.390 2.786 -1.203  C92 1.550, H105 1.091, H106 1.089, H107 1.093
94 C 2.160 1.199 -1.778  C92 1.543, C95 1.522, H108 1.096, H109 1.087
95 C 2.709 -0.172 -1.409  C94 1.522, C96 1.523, H110 1.096, H111 1.101
96 C 1.781 -1.067 -0.597  C95 1.523, C97 1.534, H112 1.091, H113 1.094
97 C 1.216 -0.367 0.645  C96 1.534, C98 1.526, C99 1.545, N100 1.461
98 C 0.070 -1.231 1.161  C97 1.526, H114 1.097, H115 1.094, H116 1.089
99 C 2.350 -0.320 1.693  C97 1.545, H117 1.094, H118 1.092, H119 1.091
100 N 0.776 0.998 0.365  C92 1.488, C97 1.461, O101 1.402
101 O 0.370 1.681 1.520  N100 1.402, H120 0.985
102 H 1.998 3.238 1.021  C91 1.093
103 H 3.422 2.403 0.493  C91 1.091
104 H 2.670 3.707 -0.480  C91 1.092
105 H -0.202 3.372 -0.498  C93 1.091
106 H 0.690 3.329 -2.098  C93 1.089
107 H -0.398 2.149 -1.612  C93 1.093
108 H 1.372 1.049 -2.525  C94 1.096
109 H 2.942 1.860 -2.146  C94 1.087
110 H 3.234 -0.593 -2.274  C95 1.096
111 H 3.638 0.108 -0.889  C95 1.101
112 H 2.438 -1.905 -0.358  C96 1.091
113 H 0.987 -1.428 -1.257  C96 1.094
114 H -0.735 -1.183 0.418  C98 1.097
115 H -0.426 -0.833 2.050  C98 1.094
116 H 0.299 -2.287 1.292  C98 1.089
117 H 2.102 0.338 2.531  C99 1.094
118 H 3.245 0.161 1.292  C99 1.092
119 H 2.578 -1.294 2.129  C99 1.091
120 H -0.614 1.690 1.474  O101 0.985
121 N -2.634 1.942 3.658  C122 1.347, H125 1.013, H126 1.000
122 C -3.116 1.929 2.401  N121 1.347, N123 1.360, O124 1.238
123 N -4.453 1.709 2.282  C122 1.360, H127 1.002, H128 0.999
124 O -2.353 2.047 1.432  C122 1.238
125 H -1.624 2.007 3.703  N121 1.013
126 H -3.196 1.845 4.479  N121 1.000
127 H -4.880 1.728 1.376  N123 1.002
128 H -4.974 1.374 3.066  N123 0.999
129 N -1.370 -0.286 -2.221  C130 1.344, H133 1.023, H134 1.007
130 C -2.595 0.265 -2.288  N129 1.344, N131 1.359, O132 1.249
131 N -2.826 1.206 -1.335  C130 1.359, H135 0.999, H136 1.003
132 O -3.347 -0.046 -3.235  C130 1.249
133 H -1.209 -0.972 -2.963  N129 1.023
134 H -0.626 -0.054 -1.585  N129 1.007
135 H -3.719 1.552 -1.050  N131 0.999
136 H -2.039 1.423 -0.752  N131 1.003
137 C 0.815 -4.836 5.613  C138 1.521, H140 1.089, H141 1.093, H142 1.088
138 C 0.366 -4.301 4.262  C137 1.521, O139 1.433, H143 1.092, H144 1.092
139 O 1.460 -3.673 3.582  C138 1.433, H145 0.960
140 H 1.730 -5.422 5.540  C137 1.089
141 H 0.054 -5.554 5.932  C137 1.093
142 H 0.894 -4.065 6.376  C137 1.088
143 H -0.385 -3.513 4.341  C138 1.092
144 H -0.086 -5.126 3.707  C138 1.092
145 H 1.364 -3.753 2.630  O139 0.960
146 C 6.248 -0.765 -0.287  C147 1.544, H149 1.093, H150 1.092, H151 1.091
147 C 5.947 -1.694 0.909  C146 1.544, O148 1.414, H152 1.091, H153 1.095
148 O 6.612 -2.934 0.765  C147 1.414, H154 0.961
149 H 5.875 0.244 -0.093  C146 1.093
150 H 5.727 -1.137 -1.172  C146 1.092
151 H 7.292 -0.682 -0.594  C146 1.091
152 H 4.864 -1.830 0.938  C147 1.091
153 H 6.258 -1.216 1.843  C147 1.095
154 H 7.472 -2.812 1.177  O148 0.961
155 C -1.696 3.885 -4.289  C156 1.533, H158 1.088, H159 1.092, H160 1.095
156 C -2.672 4.800 -5.039  C155 1.533, O157 1.434, H161 1.092, H162 1.092
157 O -3.312 5.636 -4.066  C156 1.434, H163 0.958
158 H -2.231 3.314 -3.534  C155 1.088
159 H -0.856 4.448 -3.878  C155 1.092
160 H -1.217 3.203 -4.999  C155 1.095
161 H -3.384 4.147 -5.548  C156 1.092
162 H -2.176 5.473 -5.741  C156 1.092
163 H -2.978 6.524 -4.198  O157 0.958
164 C 0.168 5.807 1.356  C165 1.524, H167 1.091, H168 1.094, H169 1.089
165 C 0.246 7.076 0.515  C164 1.524, O166 1.420, H170 1.094, H171 1.094
166 O -0.116 6.837 -0.837  C165 1.420, H172 0.962
167 H 0.490 5.007 0.688  C164 1.091
168 H -0.871 5.595 1.627  C164 1.094
169 H 0.736 5.764 2.284  C164 1.089
170 H 1.286 7.413 0.504  C165 1.094
171 H -0.335 7.894 0.951  C165 1.094
172 H -1.065 6.983 -0.900  O166 0.962
173 C 5.334 -2.051 -4.292  C174 1.524, H176 1.096, H177 1.096, H178 1.088
174 C 5.600 -0.631 -4.779  C173 1.524, O175 1.429, H179 1.094, H180 1.090
175 O 5.958 -0.626 -6.162  C174 1.429, H181 0.961
176 H 4.405 -2.446 -4.719  C173 1.096
177 H 5.097 -2.137 -3.226  C173 1.096
178 H 6.134 -2.768 -4.464  C173 1.088
179 H 6.506 -0.333 -4.243  C174 1.094
180 H 4.762 0.027 -4.551  C174 1.090
181 H 5.225 -0.199 -6.615  O175 0.961
182 C 2.469 3.342 -4.667  C183 1.518, H185 1.090, H186 1.090, H187 1.096
183 C 1.695 3.950 -5.823  C182 1.518, O184 1.404, H188 1.098, H189 1.092
184 O 1.604 5.345 -5.703  C183 1.404, H190 0.961
185 H 2.606 2.271 -4.823  C182 1.090
186 H 1.972 3.674 -3.756  C182 1.090
187 H 3.490 3.740 -4.680  C182 1.096
188 H 0.718 3.453 -5.759  C183 1.098
189 H 2.118 3.584 -6.761  C183 1.092
190 H 1.671 5.585 -4.774  O184 0.961